Here is C42H48N7O6P3S3Sn as an isolated structure from the Open Molecules 2025 dataset. Energies are from ωB97M-V/def2-TZVPD.

**HOMO-LUMO gap**: 0.300 hartree
**Highest occupied orbital energy**: -7.6634 eV
**Calculated total energy**: -133256.979 eV

```
110
Properties=species:S:1:pos:R:3:forces:R:3
Sn -0.032917 0.718974 0.565639 -0.087 -0.090 -0.004
C -0.919511 5.015386 -3.248853 -0.004 0.008 0.002
N -0.154130 4.388047 -2.187356 0.011 -0.007 -0.002
C 1.210443 4.281030 -2.144150 -0.022 -0.006 -0.014
C 1.495131 3.467797 -1.087370 0.011 0.011 0.012
N 0.330688 3.067174 -0.495092 -0.001 0.001 0.023
C -0.648447 3.630024 -1.176600 -0.036 -0.031 -0.013
P -2.438965 3.403308 -0.923370 -0.025 0.048 -0.041
C -2.549253 1.810232 -1.786482 0.140 0.063 -0.036
N -1.598960 1.369580 -2.592133 -0.024 -0.005 0.051
C -2.109152 0.234058 -3.158014 -0.044 -0.023 0.006
C -3.373768 0.004023 -2.689974 0.038 -0.021 -0.043
N -3.655701 1.028898 -1.835204 -0.092 -0.003 0.037
C -4.881044 1.216429 -1.078635 0.034 0.076 0.023
C -2.447816 2.961850 0.841666 0.023 0.023 0.018
N -1.567929 2.229580 1.507354 -0.001 0.007 -0.023
C -1.907751 2.274396 2.824614 -0.008 0.002 -0.006
C -3.018478 3.048394 2.964603 0.010 -0.017 -0.001
N -3.350242 3.483574 1.713007 -0.024 -0.017 -0.001
C -4.552610 4.233377 1.392419 0.012 0.003 0.008
H -0.311642 5.788314 -3.712584 0.000 -0.001 -0.001
H -1.816497 5.472019 -2.835847 -0.002 -0.002 0.001
H -1.202629 4.273266 -3.995156 0.000 0.004 -0.004
H 1.840712 4.790738 -2.851706 0.003 0.001 -0.003
H 2.453832 3.153553 -0.709440 0.001 -0.007 0.008
H -1.535333 -0.364563 -3.844407 0.003 0.004 -0.015
H -4.065614 -0.803283 -2.854225 -0.005 0.005 -0.012
H -5.648775 0.573478 -1.499949 -0.004 -0.025 0.026
H -5.209174 2.254508 -1.174679 0.000 -0.008 -0.036
H -4.733876 0.964433 -0.028666 0.006 -0.061 -0.006
H -1.343249 1.740351 3.568669 -0.005 -0.009 0.000
H -3.610354 3.300146 3.826314 0.003 0.006 0.007
H -4.838306 4.819454 2.262219 0.002 0.007 -0.003
H -5.363320 3.551592 1.137069 -0.010 0.009 0.004
H -4.363197 4.903272 0.557811 -0.003 -0.011 -0.003
S 1.572084 1.775106 2.325575 -0.045 -0.021 0.055
C 2.096891 0.165482 2.677086 0.046 -0.020 -0.161
N 1.455000 -0.877313 2.243605 -0.002 0.017 0.050
C 2.101411 -2.053143 2.592973 -0.013 0.001 -0.006
C 1.651674 -3.340976 2.307705 0.001 0.014 0.005
C 2.421717 -4.417900 2.700987 0.000 -0.010 -0.004
C 3.628939 -4.231436 3.381460 0.003 -0.002 -0.002
C 4.075414 -2.959987 3.692791 0.000 -0.003 0.001
C 3.300134 -1.876262 3.296357 0.009 0.007 -0.003
S 3.574000 -0.177888 3.544050 -0.014 0.011 0.058
H 0.710810 -3.473951 1.792174 -0.008 -0.003 -0.001
H 2.085488 -5.422994 2.480595 -0.001 -0.001 -0.001
H 4.217758 -5.090538 3.675063 0.000 -0.001 0.002
H 5.003313 -2.814140 4.230079 0.001 0.002 0.003
C -4.028940 -5.770655 4.975908 0.007 0.001 0.006
C -3.810816 -4.555100 4.116621 -0.011 0.009 0.008
C -4.117470 -3.281710 4.582685 0.005 -0.013 0.006
C -3.929897 -2.162074 3.784029 0.002 -0.007 -0.007
C -3.427910 -2.315486 2.503793 -0.021 0.024 0.012
C -3.118421 -3.577879 2.016658 0.003 -0.015 -0.017
C -3.310148 -4.686600 2.822240 0.006 0.010 -0.002
S -3.110737 -0.895439 1.494091 0.013 0.006 -0.175
O -3.992391 0.166365 1.949067 0.022 -0.018 0.033
O -3.330027 -1.307659 0.115470 -0.018 0.001 0.026
O -1.681454 -0.606598 1.752955 0.105 0.049 0.147
H -4.263720 -5.491239 6.002252 -0.001 0.000 0.000
H -3.141590 -6.404894 4.990969 0.000 0.000 -0.002
H -4.855437 -6.373773 4.594963 -0.002 -0.001 -0.001
H -4.509231 -3.162969 5.586156 -0.003 0.000 0.000
H -4.174678 -1.171517 4.143295 -0.002 0.005 0.000
H -2.737104 -3.681382 1.008338 -0.010 0.001 0.016
H -3.069726 -5.672958 2.441627 0.000 -0.001 -0.003
C -0.388267 -2.796384 -0.717833 0.020 0.028 0.031
P -0.034182 -2.654531 -2.504885 0.025 -0.006 -0.061
C 1.223122 -3.975937 -2.731361 0.019 0.012 0.014
C 1.095971 -5.251077 -2.181347 -0.004 -0.014 0.009
C 2.090073 -6.200466 -2.355877 -0.003 0.002 0.003
C 3.227702 -5.890729 -3.093362 0.000 0.010 -0.007
C 3.361900 -4.630921 -3.654862 -0.002 -0.013 -0.005
C 2.364298 -3.680830 -3.470400 0.007 -0.003 0.001
C -1.508024 -3.493038 -3.208771 -0.020 -0.004 0.037
C -2.746770 -3.437150 -2.569013 -0.004 0.014 -0.013
C -3.868698 -4.010821 -3.155671 0.001 -0.001 -0.009
C -3.773125 -4.642561 -4.386531 0.002 0.001 0.006
C -2.545212 -4.696268 -5.033777 -0.001 -0.007 0.006
C -1.425584 -4.124723 -4.450391 0.004 0.014 -0.018
H -0.650962 -3.813724 -0.417493 0.009 0.008 -0.009
H -1.207078 -2.126969 -0.454744 -0.016 0.008 -0.001
H 0.504115 -2.471644 -0.184213 0.022 -0.009 0.008
H 0.206933 -5.507335 -1.616509 0.000 0.001 -0.005
H 1.978340 -7.185720 -1.920619 0.000 0.000 0.000
H 4.004156 -6.632751 -3.229479 0.001 0.000 -0.001
H 4.244752 -4.382587 -4.230417 0.002 0.000 0.001
H 2.478393 -2.690601 -3.896001 0.002 -0.006 -0.003
H -2.852980 -2.930328 -1.616984 0.000 -0.003 0.015
H -4.820785 -3.962886 -2.640808 0.000 -0.002 0.002
H -4.647473 -5.093373 -4.838540 0.000 0.005 -0.003
H -2.458387 -5.188295 -5.994527 -0.002 -0.001 0.001
H -0.471105 -4.179101 -4.962678 0.002 -0.001 0.004
C 2.913846 0.243371 -3.182778 -0.010 0.005 -0.007
O 3.806796 -0.113913 -2.121726 0.049 -0.006 -0.003
P 3.113085 -0.278097 -0.645182 -0.061 0.006 0.034
O 4.474714 -0.230352 0.242830 0.010 -0.006 -0.061
C 5.053300 1.054280 0.461599 0.005 0.005 0.001
O 2.817584 -1.852692 -0.537140 -0.001 -0.021 0.012
C 3.850103 -2.849707 -0.513878 -0.023 -0.003 0.000
H 3.501699 0.265739 -4.097875 0.003 0.007 0.000
H 2.473776 1.228330 -3.008108 -0.006 -0.005 0.003
H 2.105144 -0.483512 -3.287596 -0.003 0.012 0.006
H 4.297671 1.770249 0.798988 -0.004 -0.002 0.004
H 5.529413 1.418488 -0.450823 -0.005 0.001 0.003
H 5.802247 0.940707 1.241472 0.000 -0.003 0.005
H 3.367285 -3.803899 -0.715313 0.004 0.007 0.003
H 4.318463 -2.866576 0.470112 -0.001 -0.003 -0.005
H 4.598147 -2.647067 -1.280396 0.004 -0.002 -0.001
```
Positions in Å, forces in eV/Å.